C38H104LiN9O10 | ωB97M-V/def2-TZVPD

Summary:
* energy relative to the best compared isomer or geometry (same formula, charge and spin): 0.00 kJ/mol
* calculated total energy: -2762.809651 a.u.
* E_HOMO: -7.77 eV
* E_LUMO: 0.145 eV
* frontier orbital gap: 7.9 eV
* strongest force on any atom: 1.808 eV/Å

The geometry in XYZ format:
```
162
Properties=species:S:1:pos:R:3:forces:R:3
Li -10.752601 17.265988 12.071138 1.1 0.7 0.3
C -8.189085 20.588153 12.460601 -0.6 0.8 0.1
C -8.005108 19.111037 12.835254 0.1 0.0 -0.1
O -9.026049 18.241797 12.550983 -0.8 0.0 -0.2
H -8.215736 20.799077 11.386608 0.0 -0.3 -0.1
H -7.429357 21.248060 12.899984 0.4 -0.4 -0.1
H -9.097013 21.042476 12.884763 -0.3 -0.4 -0.1
H -7.750660 19.146680 13.913106 0.0 -0.2 0.2
H -7.066088 18.819728 12.326230 0.2 -0.1 0.1
C -13.064205 23.014465 9.775131 0.4 -0.6 0.7
C -12.092323 23.699999 10.746431 -1.0 0.8 -1.2
C -10.624741 23.447528 10.469326 -0.3 -0.3 0.9
O -9.962509 24.183395 11.495107 0.5 0.1 -0.3
C -8.553491 24.045868 11.488364 0.1 0.4 0.5
N -12.352111 25.160202 10.561935 0.9 -0.7 0.7
H -12.935292 23.370396 8.755209 0.2 0.0 0.0
H -14.101519 23.205161 10.055510 0.0 0.1 0.1
H -12.920221 21.932524 9.840361 -0.1 0.0 -0.3
H -12.254927 23.381713 11.781932 -0.2 -0.1 0.0
H -10.369626 23.729908 9.442742 0.3 0.2 0.1
H -10.361814 22.400668 10.676597 -0.2 -0.2 -0.5
H -8.212956 23.013149 11.390047 -0.2 -0.1 -0.3
H -8.197197 24.384142 12.463370 0.0 0.1 0.0
H -8.086334 24.687524 10.738891 0.0 -0.1 -0.2
H -13.301593 25.361821 10.852007 0.0 0.1 0.0
H -11.720631 25.601056 11.227358 -0.2 0.5 -0.2
C -4.744030 15.468323 18.563940 -0.5 -1.3 0.5
C -4.461707 15.223378 17.099108 0.1 1.3 -0.2
C -4.397917 16.567591 16.369208 1.1 0.4 -0.8
O -4.127172 16.363641 14.982392 -0.4 -0.6 -0.1
C -4.433747 17.449328 14.151108 -0.1 0.3 -0.3
N -3.211285 14.450179 16.924318 -0.9 0.6 -0.4
H -5.104868 14.494304 18.912807 0.3 0.1 0.5
H -5.566800 16.148220 18.784437 0.2 0.3 -0.3
H -3.860442 15.731985 19.145003 0.0 0.2 -0.1
H -5.321800 14.691771 16.685099 0.2 -0.3 -0.2
H -3.503587 17.139656 16.664263 -0.3 0.1 0.9
H -5.294197 17.183094 16.501981 -0.1 -0.1 0.1
H -3.934849 18.389174 14.419163 0.1 -0.1 0.4
H -5.510878 17.644873 14.120458 -0.1 0.0 0.0
H -4.089464 17.211602 13.145725 -0.1 -0.2 0.0
H -2.495026 15.015446 17.377488 0.1 -0.2 0.0
H -3.046472 14.565104 15.922915 0.4 -0.4 0.1
C -10.118720 17.975856 16.259905 0.4 0.5 0.8
C -10.541268 19.444221 16.230549 0.2 -0.2 -0.4
C -9.491715 20.422737 16.772886 -0.3 -0.4 -0.2
O -9.448081 20.354844 18.180443 -0.4 0.1 0.1
C -9.035497 21.562586 18.785066 1.3 -0.5 -0.4
N -10.841302 19.773994 14.834328 0.3 0.4 -0.4
H -10.931298 17.334960 15.923363 0.1 -0.1 0.0
H -9.838497 17.721425 17.285488 -0.2 -0.2 0.0
H -9.222583 17.820166 15.654779 -0.1 0.0 -0.3
H -11.463654 19.564547 16.805373 0.1 0.1 0.1
H -9.755940 21.421930 16.413348 -0.1 0.1 0.2
H -8.513510 20.198668 16.322728 0.1 -0.1 0.1
H -8.003414 21.774668 18.465979 0.0 0.2 0.0
H -8.977912 21.374709 19.854329 -0.4 0.3 0.1
H -9.629073 22.434334 18.497626 -0.4 -0.1 0.2
H -10.023276 19.547860 14.261634 -0.2 -0.3 0.0
H -10.898072 20.787948 14.755189 -0.2 -0.1 0.0
C -6.606419 17.674047 9.083969 -0.4 0.3 0.7
C -6.862121 16.285918 9.641652 0.2 -1.4 -0.7
C -5.683034 15.740931 10.431209 0.8 0.5 0.7
O -4.499090 15.590188 9.666196 0.3 0.5 -0.2
C -4.531629 14.609730 8.648077 -0.2 -0.3 0.9
N -8.105721 16.260263 10.381286 -0.5 0.5 1.3
H -5.718271 17.795788 8.468091 0.0 -0.3 0.0
H -6.499842 18.335453 9.952841 0.1 0.1 -0.1
H -7.485647 18.031315 8.546595 0.0 -0.1 -0.1
H -6.986362 15.549186 8.836033 -0.2 0.4 -0.3
H -5.887794 14.826617 11.003022 -0.4 -0.3 -0.5
H -5.423595 16.444665 11.230760 0.1 0.2 -0.2
H -4.695994 13.644039 9.143605 -0.3 -0.2 -0.4
H -3.551307 14.544570 8.181364 0.0 0.3 0.0
H -5.302470 14.823565 7.906021 0.1 -0.2 -0.1
H -8.220478 15.403090 10.919559 0.2 -0.3 -0.5
H -8.089895 16.940123 11.157033 -0.2 0.4 -0.4
C -1.902606 23.456100 8.610227 -0.1 0.7 0.1
C -2.622606 22.126005 8.472624 1.2 0.3 1.1
C -4.060186 22.282010 8.927141 -0.8 -0.2 -1.1
O -4.120529 22.757455 10.246991 0.3 -0.4 0.0
C -5.432249 22.941520 10.694924 0.2 0.7 1.4
N -2.480731 21.628301 7.111753 -0.9 -0.4 0.0
H -1.755475 23.758091 9.648115 -0.1 -0.3 0.1
H -2.504262 24.255011 8.167057 0.1 0.0 -0.3
H -0.910196 23.457555 8.155846 -0.1 -0.1 -0.2
H -2.122642 21.443740 9.178644 -0.2 -0.1 0.1
H -4.626920 21.345157 8.806612 0.2 -0.2 0.3
H -4.589744 22.966958 8.246385 0.2 0.2 0.0
H -5.875508 23.839273 10.253080 -0.4 -0.5 -0.6
H -5.394022 23.218618 11.756044 0.4 -0.1 0.0
H -6.031611 22.028516 10.725248 -0.2 0.0 -0.8
H -2.771959 20.653831 7.126639 0.1 0.0 -0.3
H -1.507395 21.635328 6.839033 0.1 0.1 0.0
C -4.191337 20.679749 17.603990 -0.8 -0.3 -0.3
C -3.865436 21.436665 16.326558 0.3 0.3 -0.1
C -4.415793 22.873189 16.374838 0.2 0.3 0.3
O -5.790738 23.002718 16.628649 -0.3 0.4 0.2
C -6.698858 22.545143 15.630618 1.5 -0.5 0.7
N -2.404315 21.453366 16.135065 -0.1 0.4 0.2
H -3.777056 19.671049 17.600918 0.3 0.1 0.0
H -5.267504 20.524114 17.717060 0.0 0.2 -0.1
H -3.874894 21.235950 18.487749 0.2 0.0 0.0
H -4.244557 20.945779 15.425425 -0.3 -0.2 0.2
H -4.109730 23.461446 15.495807 -0.2 -0.3 -0.4
H -3.940624 23.418189 17.197816 0.1 -0.3 0.2
H -6.486741 21.474919 15.525787 -0.6 -0.1 -0.4
H -6.501502 23.036968 14.671193 -0.3 0.1 0.0
H -7.678494 22.730826 16.058468 -0.2 -0.1 -0.5
H -2.168820 22.275074 15.583174 0.2 -0.2 -0.1
H -1.955133 21.586847 17.036733 0.0 0.0 0.0
C -9.773492 25.378339 15.271828 -0.1 1.3 0.1
C -10.914333 24.394243 15.276470 0.5 -0.3 -1.7
C -12.050668 24.870942 14.350119 -0.1 -0.3 1.5
O -13.034924 23.831369 14.340737 -0.1 0.2 0.2
C -14.216667 24.234012 13.710476 -0.9 0.2 -0.8
N -10.441275 23.088450 14.744912 -1.0 -0.2 0.5
H -10.078941 26.309673 15.763744 0.0 -0.1 0.2
H -9.521901 25.726574 14.264732 0.1 -0.4 -0.1
H -8.863290 25.042292 15.764878 -0.1 -0.3 0.0
H -11.343200 24.277850 16.272948 0.2 -0.3 0.0
H -11.660269 25.034497 13.345954 -0.1 0.3 -0.1
H -12.509429 25.737152 14.839481 0.0 0.4 -0.6
H -14.741833 25.109519 14.113029 0.6 0.3 0.4
H -15.001675 23.477735 13.750050 0.5 -0.5 0.1
H -14.021503 24.457676 12.657750 -0.1 0.0 -0.1
H -11.341177 22.676573 14.488924 0.3 -0.5 0.1
H -9.988281 23.175178 13.837009 0.2 0.6 0.1
C -14.055698 19.562984 13.047320 -0.4 0.3 -1.0
C -13.245405 18.507546 12.250440 0.4 1.2 0.9
C -12.353562 19.206649 11.199011 -0.5 0.1 0.6
O -11.468351 18.302713 10.558788 -0.6 -0.4 0.0
C -10.699355 18.924908 9.541054 -0.3 0.2 -0.2
N -12.434480 17.776143 13.238269 0.4 -1.2 -1.0
H -14.967935 19.861656 12.519261 0.0 0.0 0.1
H -13.489257 20.479655 13.223016 0.2 -0.1 0.0
H -14.330447 19.164013 14.019919 -0.1 -0.1 0.0
H -13.940186 17.832353 11.750151 0.2 -0.2 0.0
H -11.783662 19.998424 11.702928 0.2 -0.1 0.0
H -13.017026 19.700166 10.481402 0.1 -0.1 -0.2
H -11.356407 19.379196 8.791946 -0.2 0.2 0.2
H -10.131540 18.175940 8.996100 0.3 -0.1 0.5
H -10.073451 19.688200 10.001635 0.3 0.0 -0.1
H -13.083665 17.250534 13.808792 0.2 -0.2 0.1
H -11.895049 18.386097 13.863215 -0.2 0.5 -0.1
C -6.340610 19.362640 4.239425 0.2 0.5 1.1
C -6.538124 20.600410 5.132467 -0.4 0.6 -0.6
C -7.061921 20.290233 6.530727 0.1 0.0 0.0
O -7.319484 21.517379 7.194806 -0.1 0.3 -0.3
C -7.966617 21.383160 8.426582 -0.5 -0.3 0.2
N -5.388952 21.533633 5.194470 0.1 -1.3 0.2
H -5.973191 19.706467 3.275883 0.0 -0.2 -0.1
H -7.319493 18.892863 4.152525 0.1 -0.2 -0.3
H -5.650267 18.641747 4.683957 0.1 0.0 -0.1
H -7.300090 21.146074 4.561476 -0.3 0.1 0.6
H -6.308136 19.754719 7.120568 0.1 -0.3 -0.1
H -7.974220 19.682644 6.497273 -0.1 0.0 0.0
H -7.334143 20.935859 9.201082 0.1 0.0 -0.1
H -8.867084 20.760830 8.346370 0.0 -0.1 -0.1
H -8.319610 22.355240 8.770072 0.3 0.2 -0.1
H -4.552506 20.953902 5.279971 0.1 0.3 -0.1
H -5.462667 21.989595 6.100344 0.1 0.3 -0.2
```
Positions in Å, forces in eV/Å.